[1]
{
  "formula": "C24H75N12O7P4Y",
  "method": "wB97M-V/def2-TZVPD",
  "elements": ["Y", "P", "P", "P", "P", "O", "O", "O", "O", "O", "O", "O", "N", "N", "N", "N", "N", "N", "N", "N", "N", "N", "N", "N", "C", "C", "C", "C", "C", "C", "C", "C", "C", "C", "C", "C", "C", "C", "C", "C", "C", "C", "C", "C", "C", "C", "C", "C", "H", "H", "H", "H", "H", "H", "H", "H", "H", "H", "H", "H", "H", "H", "H", "H", "H", "H", "H", "H", "H", "H", "H", "H", "H", "H", "H", "H", "H", "H", "H", "H", "H", "H", "H", "H", "H", "H", "H", "H", "H", "H", "H", "H", "H", "H", "H", "H", "H", "H", "H", "H", "H", "H", "H", "H", "H", "H", "H", "H", "H", "H", "H", "H", "H", "H", "H", "H", "H", "H", "H", "H", "H", "H", "H"],
  "coordinates": [[-2.824300, -17.943150, 5.074540], [0.613390, -17.828190, 3.432040], [-3.786710, -21.649690, -1.621450], [-2.674320, -21.587970, 6.513980], [-6.036370, -16.245780, 4.225190], [-3.389650, -19.210580, 3.278280], [-0.471390, -18.288070, 4.306430], [-3.521310, -21.639520, -3.092890], [-4.972320, -17.141880, 4.807610], [-2.112370, -15.893720, 4.760140], [-2.856910, -17.949810, 7.294110], [-2.661870, -20.206480, 6.025360], [0.132080, -16.783500, 2.145320], [1.486720, -19.082810, 2.701560], [-6.212140, -16.767710, 2.565520], [1.786690, -16.741320, 4.190550], [-7.659660, -16.382560, 4.881030], [-4.922010, -22.994770, -1.259140], [-2.282090, -21.929400, -0.740050], [-5.822160, -14.553410, 4.064120], [-3.270010, -22.570200, 5.223390], [-3.869820, -21.755310, 7.753630], [-1.256300, -22.412950, 7.151850], [-4.306140, -20.259720, -0.856130], [2.845080, -16.095260, 3.399110], [-3.809830, -18.944250, -1.280360], [-4.970160, -20.241620, 0.399100], [-0.604350, -17.496690, 1.139390], [-4.477180, -20.520240, 8.333110], [-6.324510, -22.667800, -1.331540], [-0.365290, -15.511520, 2.395170], [0.001020, -21.725560, 7.365970], [-1.300790, -23.886120, 7.324150], [1.432050, -16.076500, 5.357980], [-6.270780, -13.782940, 2.957010], [-2.310050, -22.155660, 0.694210], [-4.490460, -22.380120, 4.603230], [0.979130, -20.470970, 2.748600], [-7.959180, -17.564700, 5.643050], [2.670510, -18.945210, 1.749890], [-1.043950, -21.153520, -1.237290], [-8.532840, -15.229460, 5.026790], [-4.925090, -13.854960, 4.940170], [-2.293680, -22.991220, 4.214150], [-7.170370, -17.759010, 2.208110], [-5.174230, -16.544940, 1.540120], [-4.654010, -24.302250, -1.818050], [-4.519060, -22.970120, 7.999010], [-4.387910, -15.874410, 1.886810], [-4.261750, -19.866520, 1.137710], [-1.163670, -20.072130, -1.171360], [-1.454840, -15.486510, 2.376300], [-2.327370, -21.190230, 1.199920], [-6.722990, -12.832600, 3.240660], [-5.124210, -21.279720, 0.693590], [-5.275210, -25.158250, -1.554470], [-4.640910, -17.433080, 1.201190], [-4.108330, -13.352260, 4.422190], [2.191500, -19.332020, 0.850430], [-1.463630, -22.638990, 1.182120], [-1.948030, -24.004550, 8.193140], [-3.876880, -20.030450, 3.066260], [-5.118890, -23.270130, 4.636020], [-3.235330, -22.702220, 0.876460], [-5.855350, -19.608760, 0.335630], [-9.377500, -15.454500, 5.677940], [-5.059310, -21.570160, 5.059820], [-7.138470, -17.683300, 6.350480], [-1.146220, -16.773120, 0.530360], [-1.432070, -15.340650, 4.329060], [-5.215160, -20.791770, 9.087940], [-4.573330, -18.168010, -1.331590], [-4.962300, -19.913620, 7.568420], [0.775370, -15.240760, 5.116300], [-0.051010, -14.848960, 1.588730], [-0.329780, -24.323730, 7.555940], [-4.583890, -14.508460, 5.743060], [2.359270, -15.751420, 5.829870], [-4.881560, -23.035800, 9.024870], [-2.741650, -23.646400, 3.467050], [-3.709560, -19.913510, 8.813460], [-6.919170, -14.483080, 2.430230], [2.530170, -15.566780, 2.499310], [0.099850, -14.979730, 3.225200], [-0.072330, -20.769390, 7.884100], [-3.730580, -24.801240, -1.524120], [-1.413380, -23.489930, 4.619700], [-7.945590, -14.352040, 5.297690], [-0.113600, -21.464400, -0.761990], [-7.216470, -18.473160, 3.030280], [0.884820, -16.704890, 6.060660], [3.498230, -15.386900, 3.908740], [-8.127610, -17.390200, 1.839650], [2.773280, -17.902530, 1.449280], [-1.848930, -22.131160, 3.713550], [-4.723790, -24.346780, -2.904910], [-1.381290, -18.222340, 1.380000], [-5.430890, -13.582470, 2.291800], [3.508650, -19.618440, 1.929850], [-3.405710, -18.976750, -2.292150], [-6.928770, -22.824200, -2.225140], [0.788580, -20.905450, 1.767270], [-6.733080, -18.286820, 1.360590], [0.204140, -18.087530, 0.708860], [-6.794450, -23.261040, -0.547120], [-3.802520, -23.766080, 7.796260], [0.005740, -20.519040, 3.236760], [-8.875240, -17.424430, 6.216870], [1.688690, -21.035000, 3.353990], [-1.657560, -24.466760, 6.473460], [-3.008960, -18.528920, -0.668620], [-4.534020, -22.092380, 3.552800], [3.534430, -16.895020, 3.128450], [-3.312760, -18.009530, 8.156180], [-8.138140, -18.374260, 4.935460], [-1.025640, -21.377150, -2.303940], [0.470170, -21.561520, 6.395880], [0.601860, -22.444560, 7.922880], [-5.492880, -13.074840, 5.447240], [-5.696130, -16.091270, 0.697560], [-6.588020, -21.690500, -0.927110], [-5.321770, -23.160050, 7.286480], [-9.213380, -15.101540, 4.185010]],
  "forces_ev_per_angstrom": [[0.67, -0.09, 0.78], [2.94, 2.78, -1.38], [1.57, -1.92, -0.28], [-1.67, -2.38, 0.74], [-1.53, 0.15, -3.04], [-0.14, -0.17, 0.13], [-0.16, -0.67, 0.66], [-0.06, 0.87, 1.46], [-1.53, 1.63, 0.79], [0.22, 0.01, -0.54], [-0.61, 0.54, 0.03], [1.36, 0.28, 0.27], [0.78, -3.22, 1.82], [0.05, 0.33, 0.13], [0.83, 1.77, 1.52], [-0.45, -2.36, -2.44], [2.37, 0.55, -0.76], [1.34, 1.92, 0.25], [1.14, -0.47, -1.25], [0.89, -2.28, 1.24], [3.56, -1.09, 1.00], [1.50, 2.68, -0.92], [-2.18, 0.79, -1.81], [-0.36, 0.49, -1.99], [0.36, -1.13, -0.39], [0.27, -0.21, -0.93], [0.74, -0.52, 0.76], [0.33, -0.68, -0.99], [0.49, -0.48, -0.50], [-1.31, 0.16, 1.87], [-0.20, 2.66, -0.47], [0.20, -0.41, -0.72], [-0.39, 0.79, 0.69], [-0.75, 0.86, 1.66], [-0.06, -1.06, -1.02], [-0.89, 1.08, -0.19], [-3.41, 0.94, -0.03], [-0.20, 0.79, 0.79], [-0.02, 0.00, 0.15], [-3.37, -0.11, -0.58], [-2.27, -0.99, -0.65], [-0.59, -0.38, -0.44], [-0.27, 0.25, 1.18], [1.06, 0.18, 0.31], [0.46, -0.79, -0.24], [-0.37, 0.54, 0.61], [0.88, -1.25, -0.82], [-0.08, -1.57, -0.48], [-0.17, 0.21, 0.18], [-0.27, 0.51, 0.33], [-0.02, 0.15, 0.44], [-0.05, 0.18, 0.62], [-0.42, 0.29, 0.47], [-0.30, -0.15, 0.15], [-0.75, 0.14, 0.16], [-1.24, 0.76, 0.84], [-0.27, -0.39, 0.31], [0.24, -0.40, -0.08], [0.41, -0.37, -0.55], [0.25, -0.61, -0.76], [0.12, -0.85, -0.06], [0.54, 0.89, 0.48], [-0.16, -0.30, 0.17], [0.12, -0.10, 0.54], [-0.20, -0.38, 0.26], [0.75, -0.06, 1.24], [-0.15, 0.02, 0.36], [-0.11, -0.94, -0.01], [0.64, -0.08, -0.69], [-1.02, -0.77, 0.78], [0.04, -0.24, -0.07], [-0.51, -0.24, 0.25], [0.00, 0.08, 0.00], [0.03, 0.57, 0.58], [-0.02, 0.10, -0.62], [0.19, 0.50, 0.09], [0.50, -0.02, -0.29], [-0.21, 0.29, 0.32], [0.01, -0.09, -0.02], [-0.13, 0.01, 0.16], [-0.05, -0.03, -0.11], [-0.50, 0.75, -0.42], [-0.39, -0.13, -0.16], [-0.34, -0.48, 0.44], [-0.22, -0.15, 0.10], [0.71, 1.00, -0.02], [-0.19, -0.30, 0.34], [-0.59, 0.15, -0.05], [-0.31, -0.25, 0.18], [-0.72, -0.25, -0.23], [0.01, -0.08, -0.06], [-0.58, -0.01, 0.82], [-0.31, 0.13, 0.45], [0.86, -0.13, 0.67], [-0.30, 0.34, -0.41], [0.30, 0.44, -0.28], [-0.22, -0.01, 1.14], [0.15, 0.30, -0.18], [0.18, 0.67, 0.65], [-0.02, -0.35, -0.07], [0.70, -0.08, -0.59], [0.51, 0.08, -0.27], [-0.20, -0.24, 0.12], [-0.56, -0.01, -1.38], [-0.33, -0.58, -0.10], [-0.31, -0.28, 0.35], [0.06, 0.28, 0.27], [0.03, 0.07, -0.04], [-0.06, -0.50, -0.31], [-0.34, 0.35, -0.09], [0.08, -0.32, 0.52], [0.94, 0.12, -0.27], [0.12, 0.19, -0.43], [0.56, 0.24, -1.13], [0.27, -0.55, 0.52], [0.40, 0.02, 0.00], [0.45, 0.25, 0.03], [0.27, 0.44, 0.17], [-0.11, 0.36, 0.10], [0.28, 0.14, -0.35], [0.55, 0.39, -0.52], [-0.59, -0.04, 0.10], [0.80, 0.62, -1.07]],
  "relative_energy_kcal_mol": 24.1,
  "orbital_gap_ev": 8.3,
  "total_charge": 0,
  "fmax_ev_per_a": 4.28,
  "energy_ev": -96521.6077
}

[2]
{
  "formula": "C24H76N6O11",
  "method": "wB97M-V/def2-TZVPD",
  "elements": ["O", "O", "O", "O", "O", "O", "O", "O", "O", "O", "O", "N", "N", "N", "N", "N", "N", "C", "C", "C", "C", "C", "C", "C", "C", "C", "C", "C", "C", "C", "C", "C", "C", "C", "C", "C", "C", "C", "C", "C", "C", "H", "H", "H", "H", "H", "H", "H", "H", "H", "H", "H", "H", "H", "H", "H", "H", "H", "H", "H", "H", "H", "H", "H", "H", "H", "H", "H", "H", "H", "H", "H", "H", "H", "H", "H", "H", "H", "H", "H", "H", "H", "H", "H", "H", "H", "H", "H", "H", "H", "H", "H", "H", "H", "H", "H", "H", "H", "H", "H", "H", "H", "H", "H", "H", "H", "H", "H", "H", "H", "H", "H", "H", "H", "H", "H", "H"],
  "coordinates": [[-1.574892, -0.535828, -5.538580], [5.224395, -1.113566, 2.412184], [1.444484, 3.412761, 2.217332], [-0.505488, -0.298122, -0.160956], [-2.930737, -6.095560, 4.265300], [-2.826398, -7.114051, 0.273866], [-3.356558, 5.604472, 1.974279], [-1.137042, -4.799240, -2.164916], [1.603215, -2.547460, 3.335155], [-0.176091, 5.425136, -2.631786], [-4.300282, -4.026427, -0.397941], [-1.429338, 3.715458, 0.945086], [-0.497284, 1.866165, -7.017902], [2.165039, 4.415952, -3.655890], [5.388263, 0.463213, -0.984760], [-1.906711, -2.468195, -0.825027], [-0.316166, -4.680989, 4.487991], [4.462614, 1.605458, 0.941980], [-3.279979, 6.961742, 2.425481], [2.714648, 3.284946, -1.515795], [-0.518469, 0.501486, -7.570080], [-1.767334, 2.304571, 2.827060], [5.389866, 0.445794, 0.487070], [-1.204485, -3.722615, 1.165331], [-1.510304, -4.373809, 5.309599], [-2.633479, 4.713444, 2.800952], [-0.155435, -1.418861, 0.628161], [-0.479207, -0.535011, -6.439734], [-1.342783, -2.942629, 5.668630], [-1.273401, -1.345485, -4.383589], [-2.387095, 3.431531, 2.043386], [-1.417968, -2.333389, 0.547454], [0.769947, 4.910177, -1.703070], [-0.950392, 6.451844, -2.039390], [0.542879, 0.663925, -0.153552], [6.587678, -1.136840, 2.787787], [-4.053153, -6.292181, 3.392070], [0.682606, 0.425182, -8.511256], [-2.741651, -4.708262, 4.439889], [1.616078, 3.865947, -2.411033], [4.971715, -0.920231, 1.048612], [3.403190, 2.758889, -2.176098], [-1.693780, -1.610745, -1.320550], [-4.139362, -4.598732, -1.151557], [3.217545, 4.041272, -0.910553], [-1.321471, -5.691283, -2.481276], [6.761937, -1.465116, 3.812572], [0.334833, 1.558748, -0.740438], [-2.054135, -1.249021, -3.632025], [0.584009, 3.536763, 1.778707], [0.450149, 2.053589, -6.694729], [-0.414000, -0.801021, -3.985214], [-2.738442, -7.024773, -0.678289], [-1.858556, 6.548986, -2.643795], [1.637651, 0.650982, -8.031125], [-1.782721, -4.247736, -2.625744], [0.751219, 0.945735, 0.881522], [-3.589339, -4.423000, 5.079019], [-2.205649, 7.171840, 2.378077], [1.345030, 5.633491, -1.111167], [-4.960603, -5.969378, 3.909738], [-3.977414, -5.749769, 2.448427], [-0.359221, -1.525248, -6.903936], [-0.582475, -5.570175, 4.063348], [-1.110256, -2.382342, -4.675474], [5.907209, 1.274710, -1.284227], [-0.002442, -0.986302, 1.628178], [-1.247282, -2.310377, 4.781058], [6.427463, 0.540415, 0.826472], [-1.594796, 2.920500, 0.325817], [3.900835, -1.016980, 0.856398], [4.715584, 1.638311, 2.008416], [-2.182059, -2.466246, 6.186929], [1.549322, 4.308033, -4.455674], [5.433634, -1.702706, 0.432054], [0.825586, -1.803407, 0.321427], [-2.348499, -6.357638, 0.632603], [-0.451084, -2.821611, 6.285255], [0.239854, 4.474323, -0.844671], [-0.831172, 2.637538, 3.274684], [0.376922, -4.930389, 5.191822], [0.916030, -2.612353, 2.667392], [-1.540815, -3.292805, -1.302041], [5.711549, -0.392635, -1.414490], [-0.676485, -3.496982, 2.097115], [7.166181, -1.786894, 2.127617], [1.329167, -3.170193, 4.016774], [0.674959, -0.631902, -8.796293], [-3.325966, 3.043883, 1.629009], [-1.653340, 5.166129, 3.001934], [-0.438973, 7.397991, -2.234398], [-4.069924, -7.366113, 3.220983], [-3.104029, 4.501685, 3.766106], [0.640304, 1.073591, -9.382044], [-1.606538, 1.392288, 2.251513], [1.470471, 0.317110, -0.622755], [1.099427, 2.947102, -2.718224], [2.272314, 2.597947, -0.797747], [3.391381, 1.444799, 0.862208], [6.949819, -0.104641, 2.817191], [-1.513072, -4.926583, 6.256560], [1.285690, 2.745149, 2.889968], [-3.799299, 7.513056, 1.645884], [-3.656176, -3.294443, -0.497177], [-1.385808, 0.467033, -8.231570], [-3.628231, 7.208017, 3.429094], [-2.200512, -1.760180, 1.051128], [-0.492142, -4.284740, 0.562566], [2.913808, 3.798888, -3.965632], [-1.327759, 6.287391, -1.028767], [-2.085502, -4.267710, 1.493190], [0.477153, -0.480943, -5.903866], [-0.990636, 1.984226, -6.136073], [-1.834302, 4.454304, 0.369305], [4.739517, 2.582957, 0.551832], [-2.346726, 1.966160, 3.692404], [-2.670050, -4.071170, 3.555931]],
  "forces_ev_per_angstrom": [[-0.23, -0.07, -0.29], [-0.28, -0.26, 0.60], [-0.07, 0.04, -0.18], [0.57, 0.80, -0.87], [0.55, 0.60, -1.35], [0.09, -0.06, 0.05], [-0.72, -0.16, 0.87], [-0.20, -0.45, -0.45], [0.31, 0.29, 0.00], [0.14, -0.01, 1.20], [-0.03, 0.18, 0.19], [-0.90, -0.40, -0.67], [0.38, 0.66, 0.69], [1.00, -0.07, -0.57], [-0.67, -0.40, 0.27], [-0.13, 0.00, -0.21], [-0.29, -1.15, 0.74], [1.67, -0.76, 1.63], [1.09, -0.64, -1.18], [-0.34, 0.68, -0.02], [0.14, 1.93, 0.78], [0.08, -0.24, 1.50], [-0.34, 0.29, -0.78], [1.01, 1.46, 0.92], [0.05, -0.48, -0.85], [0.54, -0.05, 0.03], [-0.77, 0.54, 0.25], [0.43, -1.30, -0.85], [-0.85, 1.74, 0.04], [0.24, 1.72, -0.72], [0.03, -0.32, -0.62], [0.20, -0.39, -0.44], [-0.65, -1.04, 0.43], [-0.68, 0.44, -1.81], [0.28, 0.02, 0.01], [0.05, 0.72, -0.10], [0.33, -0.54, 0.70], [-0.01, -1.37, 0.46], [-0.17, 0.69, 2.80], [0.38, -0.56, -0.36], [-0.42, 0.33, -1.03], [0.24, -0.15, 0.38], [-0.06, -0.13, -0.18], [-0.03, -0.02, 0.01], [0.25, 0.07, -0.27], [0.17, 0.00, 0.00], [-0.76, -0.42, -0.01], [-0.83, -0.09, 0.14], [-0.36, -0.06, -0.36], [0.00, 0.05, 0.00], [0.16, 0.04, -0.41], [0.48, -0.95, 0.54], [-0.02, 0.01, 0.00], [0.00, -0.21, -0.06], [-0.09, -0.13, 0.30], [0.04, -0.24, -0.27], [0.16, 0.21, -0.01], [-0.23, 0.69, -0.45], [-0.06, 0.66, 0.15], [0.50, 0.63, -1.05], [-0.12, -0.04, -0.07], [0.18, 0.00, -0.02], [-0.48, -0.25, -0.10], [0.60, -0.07, -0.24], [0.28, -0.07, 0.18], [0.11, -0.19, -0.36], [-0.13, -0.63, 0.35], [0.36, -0.21, -0.13], [-0.11, 0.71, 0.28], [0.69, -0.11, -0.11], [-0.12, -0.18, 0.49], [-0.53, 0.42, 0.20], [-0.03, -0.45, 0.35], [-0.68, 0.44, 0.45], [0.34, -0.11, 0.11], [-0.26, -0.53, -0.29], [-0.07, 0.03, -0.06], [0.00, 0.09, -0.07], [-0.28, -0.61, -0.26], [0.20, -0.08, -0.19], [0.40, -0.11, -0.41], [0.02, -0.12, 0.11], [0.31, 0.90, 0.83], [0.37, 0.15, 0.00], [-0.02, -0.44, 0.18], [0.17, 0.18, -0.14], [-0.26, -0.10, -0.17], [0.56, 0.15, -0.57], [-0.19, 0.36, 0.07], [0.12, -0.07, 0.18], [0.12, 0.15, 0.89], [-0.26, 0.07, -0.22], [-0.34, 0.18, -0.04], [-0.50, -0.03, 0.02], [0.14, 0.24, -0.37], [0.02, -0.57, 0.21], [-1.03, 0.32, 0.44], [0.09, -0.12, -0.08], [0.08, -0.28, -0.33], [0.46, -0.10, -0.44], [-0.28, -0.42, -0.27], [0.06, -0.02, 0.01], [-0.06, 0.32, 0.30], [-0.02, -0.20, -0.18], [-0.34, -0.56, 0.45], [-0.38, -0.47, 0.02], [0.10, -0.15, 0.44], [-0.31, -0.29, -0.13], [0.33, 0.20, 0.40], [0.66, -0.08, 0.27], [-0.21, 0.01, -0.64], [0.02, 0.71, 0.25], [-0.68, -0.42, -0.31], [0.15, 0.33, 0.31], [0.02, -0.13, -0.32], [-0.37, 0.25, -0.14], [-0.27, -0.43, -0.38]],
  "relative_energy_kcal_mol": 72.4,
  "orbital_gap_ev": 9.0,
  "total_charge": 0,
  "fmax_ev_per_a": 2.88,
  "energy_ev": -57578.6650
}

Question: Which formula does entry 2 have?
Answer: C24H76N6O11